(1)
Molecular formula: C5H11BO2
Method: DFT, the ωB97M-V functional and the def2-TZVPD basis

Energy above the lowest of the compared OMol25 structures with the same formula, charge and spin ... 1.5739 eV
Molar mass ... 113.95 g mol⁻¹
Maximum force ... 4.1 eV/A
Energy ... -372.4489 hartree
HOMO level ... -8.860 eV

```
19
Properties=species:S:1:pos:R:3:forces:R:3
B 1.7745 0.2544 -0.1488 -0.793 2.440 1.095
C -0.1231 1.8395 0.2108 1.375 0.075 -1.999
C 0.6618 -0.7279 -0.5801 -3.493 1.741 0.451
C -0.7775 0.4776 0.2670 2.312 -2.724 0.392
C 0.5045 -2.1216 -0.0476 -3.816 0.436 -1.347
C -2.1900 0.3265 -0.2550 1.777 -1.010 3.155
O 1.3295 1.5807 0.1434 -0.742 -0.262 -0.495
O 3.0613 0.0815 0.2531 -0.021 -1.846 -0.910
H -0.4632 2.4928 -0.7519 0.739 -1.431 2.385
H -0.2111 2.3641 1.1688 -0.476 0.356 -0.508
H 0.1838 -0.6730 -1.5956 1.061 0.120 0.725
H -0.7269 0.0775 1.3517 -0.085 0.588 -1.699
H -0.6128 -2.4288 0.0319 1.523 0.720 -0.052
H 0.9242 -2.4182 0.8270 1.408 0.015 3.014
H 0.8576 -2.8425 -0.7033 0.898 -1.260 -1.800
H -2.7090 0.8401 0.5104 -1.280 1.042 0.475
H -2.5519 -0.6663 -0.1184 -0.066 -1.043 -0.286
H -2.3967 0.6875 -1.1769 -0.450 1.200 -2.910
H 3.4650 0.8561 0.6134 0.129 0.845 0.312
```
Forces are in eV/Å.

(2)
Molecular formula: C67H79F3N10O7S2
Method: DFT, the ωB97M-V functional and the def2-TZVPD basis

SMILES string ... CCCCO[C@]1(S(C)(=O)=O)C(=O)O[C@](CCO)(COC)[C@]1(CCCS)C(F)(F)F.c1ccncc1.c1ccncc1.c1ccncc1.c1ccncc1.c1ccncc1.c1ccncc1.c1ccncc1.c1ccncc1.c1ccncc1.c1ccncc1
Molar mass ... 1257.56 g mol⁻¹
Maximum force ... 2.5 eV/A
Energy ... -4770.5293 hartree
HOMO level ... -9.022 eV

```
168
Properties=species:S:1:pos:R:3:forces:R:3
C -1.8148 -6.5867 -1.2580 0.489 -0.389 -0.760
C -1.9590 -5.9318 -2.6292 -0.733 0.568 1.260
C -2.4807 -4.4991 -2.4522 0.296 0.350 -0.588
C -1.4462 -3.4390 -2.8449 -0.922 -1.095 -0.151
O -1.5825 -2.3667 -1.9183 0.577 0.104 0.545
C -0.8552 -1.2000 -2.1136 -1.186 0.185 -0.814
S -2.1614 -0.1070 -2.9187 -0.562 0.406 -1.604
C -3.2417 0.4923 -1.6322 0.137 0.049 -0.195
O -1.5723 0.9761 -3.6624 0.336 0.362 0.851
O -3.0011 -0.9697 -3.7104 0.167 -0.610 0.444
C 0.3197 -1.4387 -3.0971 -0.043 0.518 -1.331
O 0.3769 -1.2500 -4.2962 -0.029 -0.672 2.385
O 1.2942 -1.9569 -2.3269 -0.022 0.686 -0.804
C 1.1195 -1.6447 -0.9031 0.972 -0.712 -0.107
C 2.5305 -1.1725 -0.5122 -0.078 0.118 0.388
C 3.0235 -1.3782 0.9286 0.489 0.345 -0.158
O 4.1651 -2.2260 0.9489 -0.155 -0.430 0.134
C 0.9063 -3.0351 -0.2706 -0.412 -0.317 0.043
O 2.0192 -3.8552 -0.5211 0.134 0.000 0.312
C 1.7831 -4.9209 -1.4192 0.409 0.264 -0.157
C -0.1069 -0.6700 -0.8540 -0.198 -0.383 -0.173
C 0.1436 0.8237 -1.1634 1.093 0.160 0.007
C 1.2148 1.6903 -0.4790 -0.336 0.117 0.215
C 1.4272 1.6690 1.0186 0.504 0.616 0.684
S 0.0597 2.4977 1.8882 -0.519 0.201 -0.134
C -0.8653 -0.8532 0.4656 -0.392 0.124 0.357
F -1.6281 -1.9662 0.5103 0.352 0.591 0.377
F 0.0130 -0.9376 1.5043 -0.548 0.191 -0.325
F -1.6875 0.1939 0.7234 0.407 -0.780 0.015
H -2.7818 -6.7350 -0.8052 -0.254 0.135 0.219
H -1.1962 -5.9771 -0.6058 0.046 0.034 0.286
H -1.3422 -7.5572 -1.3952 0.160 -0.205 0.229
H -1.0176 -5.9311 -3.1557 0.129 -0.205 -0.389
H -2.7191 -6.4886 -3.1580 0.125 -0.226 -0.515
H -2.7849 -4.2929 -1.4315 -0.063 -0.189 0.297
H -3.3502 -4.3644 -3.0802 -0.278 0.130 -0.024
H -0.4721 -3.9132 -2.7950 0.499 0.341 0.110
H -1.6637 -3.1350 -3.8598 0.247 0.441 -0.222
H -3.4042 -0.2804 -0.8943 0.050 -0.111 0.184
H -4.1692 0.6667 -2.1596 -0.199 -0.011 -0.266
H -2.9006 1.4298 -1.2189 0.218 0.038 0.250
H 2.7369 -0.1551 -0.8053 -0.268 0.142 -0.197
H 3.1979 -1.7670 -1.1171 0.088 -0.318 -0.129
H 2.2968 -1.7743 1.6241 -0.238 -0.247 -0.043
H 3.3302 -0.4167 1.3273 -0.058 0.218 0.175
H 4.9417 -1.6721 0.9519 0.314 0.171 -0.044
H 0.7605 -2.9781 0.7995 0.111 0.167 0.265
H 0.0104 -3.5061 -0.6574 -0.245 0.083 -0.187
H 1.7353 -4.5416 -2.4364 -0.244 -0.022 -0.280
H 2.6458 -5.5710 -1.3634 0.177 -0.200 0.123
H 0.8920 -5.4891 -1.1689 -0.203 -0.047 0.034
H 0.4053 0.8749 -2.2153 0.020 -0.014 -0.268
H -0.7814 1.3728 -1.1128 -0.411 -0.133 0.209
H 0.9472 2.7190 -0.7134 -0.163 0.202 -0.176
H 2.1785 1.5808 -0.9554 0.208 -0.193 -0.112
H 1.6952 0.7266 1.4667 -0.423 -0.367 -0.048
H 2.2820 2.3087 1.2096 0.306 0.068 -0.023
H 0.1506 2.0462 3.1449 0.369 -0.209 -0.077
C -1.1780 6.6440 0.8445 0.026 0.073 0.184
C -0.9990 7.8601 0.2092 -0.014 0.046 0.034
C -0.7482 7.8563 -1.1552 0.010 -0.017 -0.085
N -0.6600 6.7472 -1.8889 0.061 0.015 0.067
C -0.8231 5.5853 -1.2569 0.017 0.001 -0.059
C -1.0847 5.4816 0.1013 -0.049 -0.042 -0.081
H -1.3748 6.5981 1.9088 -0.044 -0.014 -0.006
H -1.0494 8.7925 0.7550 -0.020 0.056 -0.087
H -0.6044 8.7877 -1.6924 -0.041 0.039 0.043
H -0.7352 4.6983 -1.8777 -0.036 -0.017 0.026
H -1.2067 4.5206 0.5778 -0.007 -0.054 -0.076
C -8.1732 -4.6266 -1.8299 -0.062 0.029 0.011
C -7.9077 -5.9540 -2.1200 0.008 0.003 0.009
C -6.5856 -6.3398 -2.2809 0.091 -0.087 -0.005
N -5.5524 -5.5083 -2.1752 -0.109 0.095 -0.010
C -5.8259 -4.2343 -1.8984 0.051 -0.057 0.029
C -7.1107 -3.7460 -1.7157 -0.001 -0.027 0.004
H -9.1912 -4.2839 -1.6964 -0.003 0.001 -0.001
H -8.7060 -6.6765 -2.2199 0.009 -0.020 -0.003
H -6.3349 -7.3712 -2.5055 -0.053 -0.016 -0.005
H -4.9685 -3.5756 -1.8222 -0.031 0.064 0.007
H -7.2718 -2.7004 -1.4918 0.019 0.014 -0.005
C 3.6786 8.6353 0.6389 0.017 0.020 0.021
C 4.3966 8.7408 1.8211 -0.016 -0.025 -0.011
C 4.0668 7.8957 2.8697 -0.021 0.009 0.001
N 3.0909 6.9907 2.8089 0.155 0.131 0.029
C 2.4097 6.9093 1.6706 -0.157 -0.205 0.049
C 2.6625 7.6987 0.5599 0.018 0.036 -0.069
H 3.9084 9.2728 -0.2052 0.006 0.001 -0.004
H 5.1981 9.4587 1.9277 0.010 -0.001 0.019
H 4.6097 7.9422 3.8082 0.018 0.059 -0.006
H 1.6187 6.1663 1.6541 -0.019 0.016 -0.091
H 2.0750 7.5773 -0.3401 -0.029 -0.010 0.013
C 0.0092 13.8561 1.3773 0.023 0.046 0.020
C -1.0886 13.2931 2.0061 0.013 0.000 -0.014
C -1.6175 12.1228 1.4838 -0.070 -0.073 -0.002
N -1.1318 11.5085 0.4076 0.056 0.017 0.030
C -0.0770 12.0637 -0.1850 -0.008 -0.084 -0.064
C 0.5291 13.2295 0.2570 -0.013 0.001 0.012
H 0.4526 14.7686 1.7541 0.002 0.004 0.002
H -1.5270 13.7490 2.8828 -0.015 -0.013 0.010
H -2.4751 11.6476 1.9474 -0.008 0.036 0.036
H 0.2971 11.5432 -1.0601 0.043 0.032 -0.007
H 1.3854 13.6339 -0.2645 0.004 -0.010 -0.020
C 5.4758 3.9161 5.5874 0.039 0.022 0.004
C 5.0541 2.6865 6.0667 0.011 0.010 0.000
C 3.7829 2.2512 5.7272 -0.078 -0.051 -0.009
N 2.9407 2.9494 4.9679 0.057 -0.002 -0.032
C 3.3602 4.1329 4.5165 -0.176 -0.169 -0.019
C 4.6136 4.6559 4.7954 0.035 -0.062 0.058
H 6.4625 4.2916 5.8279 0.004 -0.001 0.001
H 5.6949 2.0769 6.6888 -0.010 -0.020 0.001
H 3.4144 1.2933 6.0786 0.046 -0.012 0.031
H 2.6569 4.6814 3.9045 0.048 0.112 -0.017
H 4.9008 5.6173 4.3992 -0.039 0.046 -0.049
C 3.5402 -5.8064 4.0674 -0.031 -0.023 0.003
C 3.9858 -4.9235 3.0984 -0.068 -0.011 -0.029
C 5.2049 -4.2933 3.2963 0.139 0.051 0.003
N 5.9743 -4.4846 4.3662 -0.065 -0.054 0.007
C 5.5294 -5.3359 5.2880 0.060 0.023 0.044
C 4.3274 -6.0199 5.1880 -0.002 0.015 -0.016
H 2.5945 -6.3207 3.9518 -0.004 -0.005 -0.001
H 3.4078 -4.7220 2.2057 0.037 0.046 -0.026
H 5.5861 -3.5990 2.5594 -0.066 0.005 -0.046
H 6.1736 -5.4725 6.1499 -0.029 -0.038 0.023
H 4.0182 -6.7014 5.9686 0.015 0.000 0.018
C -6.4855 4.9041 1.7256 -0.052 -0.005 -0.030
C -5.4359 4.0218 1.5311 -0.002 0.019 0.017
C -4.2451 4.2589 2.2003 0.144 -0.037 0.016
N -4.0495 5.2901 3.0184 -0.020 0.006 -0.036
C -5.0676 6.1289 3.1930 0.054 0.047 0.046
C -6.3005 5.9819 2.5753 0.011 -0.019 -0.006
H -7.4321 4.7548 1.2226 -0.003 0.001 -0.004
H -5.5357 3.1680 0.8751 0.015 -0.014 0.000
H -3.3975 3.5917 2.0790 -0.029 -0.038 -0.043
H -4.8801 6.9605 3.8632 -0.048 0.020 -0.002
H -7.0927 6.6949 2.7560 0.007 0.018 0.011
C 5.4128 -2.3136 -3.2241 -0.077 -0.031 0.002
C 5.8207 -1.4166 -4.1970 0.004 0.001 0.008
C 7.0395 -0.7749 -4.0307 0.059 0.049 -0.016
N 7.8402 -0.9682 -2.9856 -0.040 -0.003 0.004
C 7.4321 -1.8320 -2.0586 0.059 0.026 0.030
C 6.2354 -2.5291 -2.1300 -0.032 -0.016 0.036
H 4.4678 -2.8352 -3.3150 -0.013 0.010 0.003
H 5.2093 -1.2168 -5.0662 0.002 0.012 -0.009
H 7.3974 -0.0671 -4.7702 -0.042 -0.003 -0.032
H 8.1027 -1.9674 -1.2167 -0.019 -0.047 0.016
H 5.9513 -3.2198 -1.3471 0.000 0.008 0.019
C -1.0897 -9.2638 -7.3790 -0.009 -0.034 -0.043
C -0.0132 -8.4080 -7.2165 -0.010 -0.004 0.007
C 0.0474 -7.6403 -6.0635 0.036 0.067 0.057
N -0.8727 -7.6746 -5.1021 0.106 -0.122 -0.167
C -1.9003 -8.5011 -5.2757 -0.046 0.034 0.099
C -2.0558 -9.3142 -6.3881 0.017 0.008 -0.009
H -1.1747 -9.8811 -8.2640 -0.001 -0.002 -0.005
H 0.7632 -8.3354 -7.9654 0.015 0.015 0.006
H 0.8748 -6.9586 -5.8966 0.018 -0.011 -0.050
H -2.6361 -8.5072 -4.4782 -0.029 -0.033 -0.019
H -2.9126 -9.9680 -6.4737 -0.015 0.003 0.016
C -3.7110 -5.7205 4.1030 0.002 -0.002 0.052
C -3.7209 -4.5558 3.3536 0.005 -0.011 0.002
C -3.7120 -4.6640 1.9710 -0.005 0.060 -0.110
N -3.6902 -5.8246 1.3210 -0.082 0.077 0.159
C -3.6779 -6.9330 2.0556 0.004 -0.059 -0.084
C -3.6897 -6.9378 3.4423 0.008 0.021 0.000
H -3.7188 -5.6803 5.1846 -0.001 0.001 0.005
H -3.7354 -3.5841 3.8276 0.001 0.016 -0.014
H -3.7211 -3.7767 1.3455 0.006 0.028 0.044
H -3.6553 -7.8641 1.4982 0.000 -0.025 0.042
H -3.6809 -7.8713 3.9878 0.000 -0.016 -0.012
```
Forces are in eV/Å.

(3)
Molecular formula: C3H4INO
Method: DFT, the ωB97M-V functional and the def2-TZVPD basis

Energy above the lowest of the compared OMol25 structures with the same formula, charge and spin ... 7.1894 eV
Molar mass ... 196.97 g mol⁻¹
Maximum force ... 5.1 eV/A
Energy ... -544.1187 hartree
HOMO level (spin up / spin down) ... -8.278 / -7.230 eV

```
10
Properties=species:S:1:pos:R:3:forces:R:3
C 0.5896 -0.9223 -0.0806 0.235 3.913 3.251
C 0.1909 0.7391 -1.7800 0.282 -1.516 1.183
C 0.0832 -0.3745 1.1642 0.633 -1.792 -0.646
N 0.8370 0.0996 -0.9675 -0.729 -0.202 -1.905
O -1.7228 -0.1234 0.2175 1.363 0.606 1.457
I -0.2354 2.3772 -2.8599 0.479 0.314 0.016
H 1.1165 -1.8193 0.0750 0.702 -1.061 -0.973
H -0.0147 -1.0694 1.9858 -0.269 -0.233 -0.099
H -0.9708 0.4324 0.6517 -3.258 0.703 -1.399
H 0.1266 0.6608 1.5938 0.563 -0.733 -0.885
```
Forces are in eV/Å.